# 1
Formula: C14H18Cl30N2OS
Source: the Open Molecules 2025 dataset
Level of theory: ωB97M-V/def2-TZVPD

Output
DFT total energy = -14932.8375 a.u.
SMILES string = NCCOCN=C=S.ClC(Cl)Cl.ClC(Cl)Cl.ClC(Cl)Cl.ClC(Cl)Cl.ClC(Cl)Cl.ClC(Cl)Cl.ClC(Cl)Cl.ClC(Cl)Cl.ClC(Cl)Cl.ClC(Cl)Cl

Structure (XYZ):
```
66
Properties=species:S:1:pos:R:3:mulliken_charge:R:1
N -1.08 0.51 1.41 -0.29
C -0.23 0.91 0.24 0.08
C 0.99 -0.06 0.12 -0.15
O 2.06 0.43 0.96 0.16
C 2.58 -0.59 1.79 -0.49
N 3.59 -1.49 1.10 -0.39
C 3.06 -2.52 0.71 0.56
S 2.02 -3.71 0.36 -0.21
H -1.24 1.32 2.01 0.19
H -0.63 -0.25 1.92 0.20
H -0.81 0.86 -0.72 0.13
H 0.18 1.94 0.40 -0.22
H 0.70 -1.12 0.32 0.37
H 1.31 -0.03 -0.96 -0.45
H 3.04 -0.16 2.71 0.39
H 1.75 -1.28 2.15 0.18
Cl -0.59 -6.63 4.57 -0.17
C 0.04 -5.74 3.17 0.05
Cl -1.21 -5.54 1.94 -0.10
Cl 0.67 -4.17 3.66 -0.11
H 0.85 -6.32 2.74 0.30
Cl -0.30 3.17 -2.32 0.03
C -0.19 2.45 -3.93 -0.25
Cl 0.64 0.89 -3.88 -0.05
Cl -1.79 2.27 -4.64 -0.11
H 0.39 3.12 -4.56 0.39
Cl -1.02 -11.33 4.39 -0.13
C 0.33 -10.20 4.48 0.59
Cl 1.15 -10.33 6.05 -0.12
Cl 1.47 -10.48 3.16 -0.13
H -0.06 -9.19 4.39 -0.19
Cl -0.98 6.59 0.03 -0.10
C -0.18 5.57 1.22 -0.12
Cl -1.06 4.06 1.46 -0.12
Cl 1.49 5.25 0.73 -0.07
H -0.16 6.10 2.17 0.43
Cl -2.45 -3.90 -4.27 -0.13
C -1.10 -2.75 -4.24 0.13
Cl -0.26 -2.82 -2.69 -0.03
Cl 0.02 -3.07 -5.57 -0.12
H -1.50 -1.75 -4.37 0.13
Cl 3.37 3.39 -0.71 -0.01
C 3.92 2.45 -2.11 -0.24
Cl 3.43 0.76 -1.95 -0.06
Cl 3.29 3.15 -3.61 -0.12
H 5.00 2.49 -2.14 0.40
Cl 5.31 3.85 4.08 -0.14
C 5.50 2.82 2.66 0.01
Cl 3.97 2.05 2.23 0.01
Cl 6.13 3.76 1.30 -0.12
H 6.22 2.04 2.90 0.29
Cl -4.30 8.68 1.43 -0.13
C -4.71 7.11 2.14 -0.02
Cl -6.38 6.67 1.76 -0.13
Cl -3.59 5.86 1.58 -0.04
H -4.61 7.19 3.22 0.29
Cl -4.11 -0.31 3.68 -0.15
C -3.97 -1.01 2.07 0.31
Cl -3.17 -2.59 2.14 -0.07
Cl -5.56 -1.16 1.31 -0.14
H -3.36 -0.35 1.46 0.04
Cl -2.40 2.23 -8.64 -0.12
C -2.90 0.59 -8.22 0.00
Cl -3.28 -0.34 -9.68 -0.13
Cl -1.63 -0.22 -7.29 -0.05
H -3.79 0.64 -7.61 0.29
```

***

# 2
Formula: C14H18ClN3O2S
Source: the Open Molecules 2025 dataset
Level of theory: ωB97M-V/def2-TZVPD

Output
DFT total energy = -1717.4019 a.u.
SMILES string = Cc1nc(S(=O)(=O)NC2CCCCC2)c(C#N)c(C)c1Cl
energy above the lowest of the compared OMol25 structures with the same formula, charge and spin = 88.1 kJ/mol

Structure (XYZ):
```
39
Properties=species:S:1:pos:R:3:mulliken_charge:R:1
C 4.14 2.08 0.72 -1.48
C 3.11 1.08 0.34 0.24
N 1.87 1.52 0.17 -0.54
C 0.92 0.68 -0.17 -0.36
S -0.74 1.34 -0.46 1.31
O -1.14 0.87 -1.75 -0.57
O -0.74 2.74 -0.18 -0.70
N -1.58 0.51 0.72 -0.27
C -2.86 -0.06 0.32 0.08
C -3.93 1.01 0.12 -0.82
C -5.34 0.44 0.30 -0.73
C -5.38 -1.02 -0.14 -0.65
C -4.51 -1.89 0.78 -0.65
C -3.32 -1.09 1.35 -0.99
C 1.13 -0.69 -0.36 1.40
C 0.05 -1.54 -0.68 -0.38
N -0.79 -2.28 -0.91 -0.56
C 2.43 -1.20 -0.20 0.47
C 2.74 -2.64 -0.39 -1.96
C 3.42 -0.28 0.15 1.02
Cl 5.04 -0.82 0.36 -0.21
H 4.93 2.12 -0.04 0.36
H 3.67 3.05 0.82 0.33
H 4.61 1.80 1.66 0.37
H -1.65 1.09 1.54 0.40
H -2.65 -0.57 -0.62 0.35
H -3.77 1.83 0.83 0.27
H -3.82 1.43 -0.88 0.38
H -5.64 0.50 1.35 0.35
H -6.06 1.02 -0.27 0.39
H -6.40 -1.39 -0.14 0.38
H -5.01 -1.08 -1.17 0.33
H -4.14 -2.74 0.22 0.32
H -5.11 -2.27 1.61 0.37
H -3.61 -0.58 2.27 0.31
H -2.50 -1.77 1.58 0.32
H 3.18 -3.05 0.52 0.39
H 3.48 -2.76 -1.19 0.38
H 1.85 -3.20 -0.64 0.38
```

***

# 3
Formula: C14H18FN3O7P2S2
Source: the Open Molecules 2025 dataset
Level of theory: ωB97M-V/def2-TZVPD

Output
DFT total energy = -2814.1532 a.u.

Structure (XYZ):
```
47
Properties=species:S:1:pos:R:3:mulliken_charge:R:1
N -0.49 3.20 -0.32 -0.69
P 1.02 3.01 -0.66 0.36
C 1.76 1.76 0.49 -0.49
C 2.75 1.95 1.40 0.59
S 3.51 3.53 1.53 1.06
O 4.28 3.80 0.37 -0.52
O 2.57 4.49 1.99 -0.50
F 4.50 3.25 2.67 -0.23
C 3.18 0.91 2.28 -0.65
C 2.61 -0.31 2.22 0.28
P 3.12 -1.67 3.30 0.39
O 3.91 -2.71 2.62 -0.63
C 1.58 -0.57 1.28 0.32
N 0.91 -1.70 1.11 -0.47
S -0.13 -1.42 -0.09 0.26
N 0.21 0.09 -0.42 -0.49
C 1.17 0.48 0.42 0.42
H -1.08 2.92 -1.10 0.30
H 1.28 2.53 -1.95 0.08
H 1.77 4.19 -0.49 0.08
H 3.96 1.12 2.98 0.45
H 3.87 -1.06 4.33 0.05
H 1.93 -2.11 3.91 0.08
O -3.25 1.29 -3.17 -0.58
C -3.58 2.43 -3.00 0.46
O -2.75 3.36 -2.47 -0.30
C -3.46 4.60 -2.28 -0.46
C -4.63 4.54 -3.25 -0.50
C -4.93 3.05 -3.29 -0.40
H -3.78 4.66 -1.24 0.27
H -2.78 5.42 -2.49 0.32
H -5.47 5.16 -2.94 0.32
H -4.31 4.88 -4.24 0.26
H -5.62 2.75 -2.50 0.26
H -5.31 2.71 -4.25 0.30
O -1.81 -5.32 2.26 -0.59
C -0.93 -5.48 1.47 0.39
O -0.32 -4.44 0.83 -0.26
C 0.62 -4.94 -0.13 -0.38
C 0.97 -6.35 0.34 -0.60
C -0.34 -6.79 1.00 -0.36
H 0.15 -4.94 -1.12 0.28
H 1.49 -4.28 -0.15 0.34
H 1.31 -7.00 -0.47 0.34
H 1.76 -6.30 1.09 0.27
H -1.02 -7.24 0.28 0.26
H -0.18 -7.46 1.84 0.29
```

***

# 4
Formula: C14H18InO20S4
Source: the Open Molecules 2025 dataset
Level of theory: ωB97M-V/def2-TZVPD

Output
DFT total energy = -3831.2529 a.u.
total charge = +1
energy above the lowest of the compared OMol25 structures with the same formula, charge and spin = 464.9 kJ/mol

Structure (XYZ):
```
57
Properties=species:S:1:pos:R:3:mulliken_charge:R:1
In 1.88 -4.24 6.62 1.00
C 4.19 1.52 1.04 -0.21
C 3.65 0.36 1.61 0.40
C 2.82 -0.68 0.67 0.39
O 2.47 -1.81 1.10 -0.55
C 2.67 -0.41 -0.70 -0.17
C 3.30 0.70 -1.26 0.33
C 4.09 1.65 -0.36 0.38
O 4.44 2.83 -0.78 -0.47
O 3.08 0.98 -2.50 -0.50
O 3.76 0.02 2.83 -0.56
H 4.50 2.29 1.73 0.48
H 2.03 -1.09 -1.26 0.48
C -5.68 -4.10 1.15 -0.48
C -6.38 -5.20 1.88 -0.18
O -5.47 -6.28 1.73 -0.32
S -3.97 -5.79 1.14 1.12
O -3.82 -6.04 -0.27 -0.50
O -2.90 -6.21 2.10 -0.55
O -4.31 -4.28 1.47 -0.30
H -6.02 -3.06 1.26 0.35
H -5.94 -4.45 0.16 0.31
H -7.39 -5.39 1.51 0.30
H -6.44 -4.94 2.94 0.25
C -2.58 -3.82 -7.51 -0.21
C -1.69 -2.99 -8.48 -0.25
O -2.23 -3.02 -9.70 -0.28
S -3.53 -4.00 -9.86 1.11
O -3.05 -5.34 -10.13 -0.51
O -4.70 -3.48 -10.59 -0.50
O -3.82 -3.80 -8.19 -0.37
H -2.76 -3.29 -6.57 0.25
H -2.40 -4.88 -7.36 0.26
H -0.65 -3.32 -8.58 0.26
H -1.75 -1.93 -8.26 0.25
C 7.53 5.58 9.84 -0.35
C 7.76 4.28 9.02 -0.19
O 6.97 3.32 9.70 -0.35
S 6.09 3.92 11.01 1.11
O 6.80 3.59 12.28 -0.53
O 4.65 3.63 10.95 -0.53
O 6.36 5.41 10.66 -0.29
H 7.52 6.46 9.20 0.34
H 8.43 5.75 10.43 0.28
H 8.81 4.00 9.12 0.25
H 7.44 4.33 7.98 0.26
C -3.96 3.91 -4.30 -0.33
C -3.16 2.79 -3.57 -0.29
O -2.19 3.37 -2.72 -0.29
S -2.14 5.00 -2.83 1.08
O -0.78 5.49 -3.27 -0.51
O -2.86 5.63 -1.66 -0.52
O -3.05 5.01 -4.18 -0.32
H -4.78 4.13 -3.62 0.30
H -4.27 3.67 -5.32 0.30
H -2.66 2.08 -4.24 0.29
H -3.89 2.15 -3.08 0.28
```

***

# 5
Formula: C14H18N2O2Pd
Source: the Open Molecules 2025 dataset
Level of theory: ωB97M-V/def2-TZVPD

Output
DFT total energy = -931.9120 a.u.
total charge = -2

Structure (XYZ):
```
37
Properties=species:S:1:pos:R:3:mulliken_charge:R:1
C -2.76 -0.85 1.45 -1.11
C -3.21 0.92 -1.08 -1.25
H -2.97 -1.70 0.78 0.17
H -3.71 -0.23 1.50 0.23
H -2.01 -0.61 2.19 0.48
H -2.46 1.35 -1.72 0.40
H -3.61 -0.15 -1.25 0.25
H -3.81 1.42 -0.32 0.31
C -0.33 -2.62 0.51 0.05
C 0.55 -3.69 0.52 -0.82
C 1.77 -3.56 -0.13 -0.36
C 2.07 -2.35 -0.76 -0.66
H -1.30 -2.67 0.99 0.17
H 0.25 -4.59 1.04 0.36
H 2.49 -4.40 -0.11 0.32
H 3.03 -2.21 -1.26 0.20
N -0.04 -1.47 -0.07 0.48
C 1.17 -1.29 -0.68 0.40
C 1.43 0.05 -1.16 0.37
N 0.43 0.95 -0.98 0.38
C 0.66 2.22 -1.33 -0.44
C 2.90 1.77 -2.12 -0.58
C 1.85 2.67 -1.88 -0.69
H -0.14 2.93 -1.17 0.34
H 1.97 3.70 -2.12 0.37
C 2.64 0.45 -1.77 -0.51
H 3.41 -0.28 -1.94 0.22
H 3.87 2.12 -2.55 0.32
Pd -1.59 0.26 0.08 -0.07
C -1.37 2.11 1.17 -1.58
H -2.11 2.72 0.62 0.41
H -0.47 2.76 1.20 0.36
H -1.75 2.03 2.19 0.28
O 0.65 0.43 3.83 -0.78
C 0.83 0.53 2.52 0.89
O 1.73 0.22 1.72 -0.56
H -0.04 1.06 2.08 -0.35
```

***

# 6
Formula: C14H18N2O6
Source: the Open Molecules 2025 dataset
Level of theory: ωB97M-V/def2-TZVPD

Output
DFT total energy = -1105.2800 a.u.
SMILES string = N[C@@H](CCC(=O)O)C(=O)N[C@@H](Cc1ccc(O)cc1)C(=O)O
energy above the lowest of the compared OMol25 structures with the same formula, charge and spin = 47.5 kJ/mol

Structure (XYZ):
```
40
Properties=species:S:1:pos:R:3:mulliken_charge:R:1
N -2.88 -1.37 0.69 -0.75
C -2.92 -0.24 -0.21 0.70
C -3.87 0.82 0.36 -0.59
C -5.16 0.25 0.89 -1.12
C -5.85 -0.64 -0.08 0.67
O -5.78 -1.84 -0.10 -0.58
O -6.56 -0.01 -1.02 -0.47
C -1.49 0.35 -0.35 0.19
O -1.05 0.85 -1.40 -0.75
N -0.70 0.19 0.73 -0.13
C 0.77 0.24 0.64 -0.24
C 1.40 -0.57 -0.56 -0.88
C 2.88 -0.64 -0.38 0.10
C 3.71 0.39 -0.88 -0.45
C 5.09 0.38 -0.75 -0.75
C 5.68 -0.69 -0.10 1.15
O 7.02 -0.76 0.06 -0.54
C 4.91 -1.72 0.37 -0.79
C 3.52 -1.68 0.27 -0.29
C 1.33 1.72 0.65 0.22
O 2.04 2.17 1.53 -0.59
O 0.79 2.50 -0.38 -0.55
H -2.22 -2.03 0.38 0.26
H -3.76 -1.88 0.65 0.27
H -3.20 -0.46 -1.29 0.24
H -4.06 1.61 -0.39 0.29
H -3.28 1.44 1.11 0.39
H -4.95 -0.37 1.76 0.33
H -5.82 1.10 1.18 0.40
H -6.41 0.95 -0.96 0.38
H -0.98 -0.40 1.52 0.45
H 1.13 -0.20 1.64 0.47
H 0.97 -1.58 -0.57 0.53
H 1.20 -0.17 -1.57 0.34
H 3.19 1.19 -1.42 0.34
H 5.76 1.14 -1.10 0.29
H 7.36 0.01 -0.40 0.27
H 5.27 -2.60 0.90 0.34
H 2.90 -2.46 0.69 0.38
H 0.21 1.95 -0.91 0.47
```

***

# 7
Formula: C14H18N6O5PS2SeW
Source: the Open Molecules 2025 dataset
Level of theory: ωB97M-V/def2-TZVPD

Output
expectation value of S² = 2.030
DFT total energy = -4855.0408 a.u.
total charge = +1
energy above the lowest of the compared OMol25 structures with the same formula, charge and spin = 134.8 kJ/mol
2S+1 = 3

Structure (XYZ):
```
48
Properties=species:S:1:pos:R:3:mulliken_charge:R:1
W 1.00 0.02 -0.89 0.85
C -3.29 -0.78 -4.31 -0.87
N -2.33 -1.14 -3.27 0.22
C -2.08 -2.41 -2.82 -0.64
C -1.03 -2.33 -1.95 -0.60
N -0.65 -1.02 -1.88 0.66
C -1.43 -0.32 -2.69 0.16
P -1.46 1.49 -2.53 -0.48
C -1.72 1.39 -0.73 0.39
N -0.88 0.75 0.06 0.21
C -1.40 0.81 1.32 -0.56
C -2.58 1.50 1.28 -0.60
N -2.76 1.87 -0.03 0.08
C -3.89 2.64 -0.56 -0.81
C 0.36 1.70 -2.33 0.12
N 0.96 2.22 -1.21 -0.26
C 2.07 2.89 -1.66 -1.13
C 2.15 2.80 -3.02 0.05
N 1.08 2.07 -3.44 0.32
C 0.84 1.59 -4.79 -0.84
H -4.17 -1.42 -4.21 0.36
H -2.85 -0.92 -5.30 0.31
H -3.60 0.26 -4.19 0.34
H -2.63 -3.26 -3.18 0.51
H -0.52 -3.10 -1.41 0.55
H -0.93 0.37 2.18 0.52
H -3.28 1.76 2.05 0.44
H -4.47 3.01 0.28 0.33
H -4.53 2.00 -1.17 0.31
H -3.53 3.48 -1.14 0.34
H 2.76 3.35 -0.97 0.54
H 2.89 3.17 -3.71 0.50
H 1.38 2.22 -5.49 0.40
H -0.22 1.65 -5.02 0.30
H 1.18 0.56 -4.87 0.28
C 3.79 -0.82 3.39 -0.78
O 4.10 -0.32 2.06 -0.29
C 3.13 -0.01 1.25 0.77
S 3.48 0.48 -0.31 -0.24
S 1.49 -0.12 1.63 -0.43
H 4.75 -1.07 3.82 0.25
H 3.15 -1.70 3.30 0.38
H 3.30 -0.03 3.96 0.37
O 1.96 -0.48 -2.61 -0.62
Se 2.36 -2.13 -2.20 1.20
O 3.94 -2.35 -2.07 -0.61
O 1.60 -1.90 -0.66 -0.67
O 1.49 -3.12 -3.12 -0.62
```

***

# 8
Formula: C14H19BrEu
Source: the Open Molecules 2025 dataset
Level of theory: ωB97M-V/def2-TZVPD

Output
expectation value of S² = 15.765
DFT total energy = -3828.9007 a.u.
total charge = -2
2S+1 = 8

Structure (XYZ):
```
35
Properties=species:S:1:pos:R:3:mulliken_charge:R:1
C -2.45 2.02 -0.50 -0.34
C -1.49 2.56 0.36 -0.45
C -0.22 2.35 -0.23 -0.49
H -1.67 3.01 1.32 0.31
C -0.41 1.70 -1.46 0.18
C -1.78 1.46 -1.62 -0.71
H -2.24 0.95 -2.45 0.39
H -3.52 2.01 -0.34 0.55
H 0.73 2.60 0.21 0.37
H 0.37 1.38 -2.13 0.12
Eu -1.14 0.30 0.27 -0.56
Br 0.10 0.82 2.45 -0.67
C -1.48 -1.86 0.99 -0.54
C -2.02 -1.73 -0.31 -0.36
C -3.08 -0.81 -0.23 -0.47
H -1.65 -2.21 -1.20 0.23
C -3.18 -0.36 1.11 -0.47
C -2.21 -1.04 1.86 -0.59
H -2.02 -0.90 2.91 0.48
H -0.61 -2.44 1.26 0.68
H -3.70 -0.49 -1.05 0.54
H -3.88 0.36 1.49 0.42
C 3.75 -1.36 0.68 -1.78
C 2.82 -0.37 -0.02 0.83
C 3.05 -0.41 -1.54 -1.48
C 1.35 -0.68 0.31 -0.11
H 3.55 -2.40 0.34 0.31
H 3.60 -1.31 1.78 0.36
H 4.82 -1.11 0.47 0.48
H 3.08 0.65 0.36 0.16
H 2.81 -1.42 -1.94 0.18
H 2.42 0.34 -2.05 0.20
H 4.12 -0.18 -1.77 0.55
H 0.97 0.26 -0.02 -0.28
H 1.21 -1.70 0.70 -0.03
```

***

# 9
Formula: C14H19BrGa
Source: the Open Molecules 2025 dataset
Level of theory: ωB97M-V/def2-TZVPD

Output
DFT total energy = -5043.6507 a.u.
total charge = -1
energy above the lowest of the compared OMol25 structures with the same formula, charge and spin = 0.0 kJ/mol

Structure (XYZ):
```
35
Properties=species:S:1:pos:R:3:mulliken_charge:R:1
C -2.34 2.49 0.04 -0.37
C -1.47 2.60 1.12 -0.98
C -0.09 2.65 0.60 0.21
H -1.72 2.70 2.17 0.41
C -0.23 2.63 -0.87 -0.96
C -1.58 2.49 -1.18 -0.44
H -2.02 2.47 -2.17 0.40
H -3.42 2.44 0.09 0.44
H 0.74 3.12 1.13 0.60
H 0.60 2.74 -1.56 0.56
Ga 0.53 0.71 0.99 0.18
Br 0.19 -0.01 3.10 -0.41
C -1.56 -2.21 -0.01 -0.52
C -2.04 -1.62 -1.21 -0.68
C -3.17 -0.83 -0.89 -0.53
H -1.60 -1.74 -2.20 0.39
C -3.40 -0.94 0.52 -0.55
C -2.39 -1.78 1.06 -0.74
H -2.25 -2.03 2.11 0.44
H -0.71 -2.89 0.08 0.56
H -3.72 -0.18 -1.57 0.46
H -4.16 -0.41 1.09 0.42
C 2.59 -1.95 0.79 -1.47
C 2.72 -0.65 0.02 0.89
C 3.92 -0.54 -0.92 -1.65
C 1.31 -0.30 -0.52 -0.27
H 2.43 -2.80 0.12 0.35
H 1.71 -1.94 1.45 0.32
H 3.45 -2.15 1.44 0.37
H 2.96 0.12 0.77 -0.04
H 3.94 -1.28 -1.71 0.33
H 3.93 0.44 -1.41 0.39
H 4.85 -0.63 -0.34 0.38
H 1.29 0.44 -1.34 0.43
H 0.70 -1.18 -0.79 0.12
```

***

# 10
Formula: C14H19BrN2OS
Source: the Open Molecules 2025 dataset
Level of theory: ωB97M-V/def2-TZVPD

Output
DFT total energy = -3701.8732 a.u.
SMILES string = CCCCCC(=O)NC(=S)Nc1ccc(Br)cc1C
energy above the lowest of the compared OMol25 structures with the same formula, charge and spin = 0.0 kJ/mol

Structure (XYZ):
```
38
Properties=species:S:1:pos:R:3:mulliken_charge:R:1
C -4.52 -0.87 1.64 -1.44
C -3.28 -0.53 0.82 -0.19
C -2.09 -1.44 1.12 -0.23
C -1.49 -1.20 2.50 -0.43
C -0.25 -2.07 2.75 -0.92
C 0.88 -1.63 1.85 0.38
O 1.02 -2.00 0.72 -0.55
N 1.71 -0.69 2.44 -0.06
C 2.86 -0.18 1.84 -0.18
S 4.23 0.01 2.73 -0.35
N 2.81 0.12 0.53 -0.02
C 1.66 0.40 -0.21 -0.16
C 0.65 1.18 0.34 -0.01
C -0.49 1.48 -0.38 -0.63
C -0.61 0.99 -1.67 -0.14
Br -2.19 1.37 -2.66 -0.18
C 0.40 0.23 -2.24 -0.81
C 1.54 -0.07 -1.53 1.11
C 2.62 -0.92 -2.11 -1.65
H -4.34 -0.70 2.70 0.33
H -4.80 -1.91 1.50 0.33
H -5.36 -0.25 1.34 0.42
H -3.00 0.51 1.00 0.08
H -3.53 -0.63 -0.24 0.35
H -1.32 -1.28 0.37 0.04
H -2.41 -2.48 1.05 0.35
H -2.23 -1.43 3.27 0.40
H -1.22 -0.15 2.61 0.26
H -0.49 -3.11 2.51 0.34
H 0.05 -2.01 3.80 0.41
H 1.71 -0.62 3.45 0.34
H 3.70 0.24 0.08 0.32
H 0.76 1.56 1.35 0.49
H -1.27 2.09 0.05 0.49
H 0.28 -0.14 -3.25 0.40
H 2.78 -1.79 -1.47 0.31
H 3.56 -0.37 -2.19 0.35
H 2.34 -1.27 -3.10 0.43
```

***

# 11
Formula: C14H19ClN3O2PPt
Source: the Open Molecules 2025 dataset
Level of theory: ωB97M-V/def2-TZVPD

Output
expectation value of S² = 6.044
DFT total energy = -1779.7001 a.u.
total charge = +2
2S+1 = 5

Structure (XYZ):
```
41
Properties=species:S:1:pos:R:3:mulliken_charge:R:1
Cl 0.01 4.00 -2.11 -0.15
C -1.99 0.51 -2.69 -0.59
C -1.16 -0.61 -2.44 -0.51
C 0.09 -0.38 -3.07 -0.61
H -1.42 -1.48 -1.87 0.67
C 0.05 0.89 -3.70 0.57
C -1.25 1.42 -3.48 -0.50
H -1.57 2.40 -3.76 0.54
H -2.99 0.64 -2.33 0.54
H 0.94 -1.05 -3.06 0.45
C 1.13 1.54 -4.49 -1.30
Pt -0.11 1.22 -1.27 1.88
C 1.70 1.81 -0.83 0.20
O 2.80 2.08 -0.55 -0.36
C -1.01 2.18 0.18 0.12
O -1.52 2.82 1.01 -0.37
H 2.11 1.29 -4.10 0.34
H 1.01 2.62 -4.46 0.33
H 1.10 1.22 -5.54 0.36
C 1.28 -1.29 3.41 -0.76
N 0.74 0.02 3.03 0.18
C -0.74 0.03 3.17 -0.85
N -1.39 -1.08 2.41 0.18
C -0.80 -2.36 2.81 -0.80
N 0.66 -2.35 2.60 0.40
C 0.99 -2.20 1.17 -1.17
P 0.39 -0.63 0.41 0.30
C 1.18 0.42 1.69 -1.16
C -1.33 -0.88 0.95 -0.95
H 1.08 -1.48 4.49 0.32
H 2.38 -1.31 3.29 0.35
H -1.16 1.01 2.85 0.37
H -1.01 -0.07 4.24 0.31
H -1.27 -3.20 2.25 0.35
H -1.02 -2.55 3.88 0.32
H 2.09 -2.26 1.04 0.45
H 0.56 -3.06 0.60 0.43
H 0.90 1.48 1.58 0.72
H 2.29 0.39 1.60 0.38
H -1.79 -1.75 0.41 0.42
H -1.96 -0.01 0.70 0.60
```

***

Q: Look up the DFT total energy of the fifth one.
A: -931.9120 a.u.